No. 1
{
  "formula": "C18H24N4O6S2",
  "method": "ωB97M-V with the def2-TZVPD basis set",
  "symbols": ["C", "H", "H", "C", "C", "O", "N", "H", "C", "C", "H", "H", "C", "C", "H", "H", "H", "H", "H", "S", "N", "H", "C", "S", "O", "O", "C", "N", "H", "H", "O", "C", "H", "H", "H", "H", "C", "C", "H", "H", "C", "N", "O", "C", "C", "C", "H", "H", "H", "H", "C", "H", "O", "C"],
  "xyz": [[-3.70986, 0.58979, 3.96076], [2.49187, 0.05830, -7.49798], [-0.30943, -0.84459, 4.72472], [2.21790, -1.22600, -5.05190], [2.27857, -1.62744, -2.74590], [3.20685, -2.80582, -4.42202], [-1.14111, 0.84826, 5.29098], [0.64588, 2.72919, -4.92670], [1.31175, 0.14570, -4.84076], [-1.10413, -0.55260, 5.16170], [-4.55032, 0.42024, 4.81930], [-0.81756, -1.20336, 6.16137], [1.48490, -0.50688, -2.42385], [-2.25994, 1.55012, 5.70376], [-0.87146, 1.79945, -4.87133], [3.05919, -4.34193, -2.65168], [2.50281, -1.44064, -8.34712], [4.66501, -3.18981, -2.77219], [0.81687, -0.94832, -7.60941], [1.02727, 0.62988, 1.98154], [-0.85622, 2.07376, 2.33389], [-3.14478, -1.21557, 5.56509], [1.45591, -0.14644, -0.93572], [0.22875, 1.48647, 4.73897], [1.29899, 0.75678, 4.84285], [2.41009, -1.72276, -6.36372], [2.51652, -1.84799, -3.99063], [0.26881, 0.50218, -0.63693], [-0.12885, 2.36038, -6.33559], [2.89780, -2.09549, -1.93306], [2.16599, -0.53147, -0.10151], [-2.32338, -1.23641, 4.61360], [-2.52378, 2.30061, 3.81116], [-2.07485, -0.13105, 2.81398], [-2.61132, 0.82247, 6.63911], [-2.22262, -2.13229, 4.47514], [1.13050, 0.57330, -3.54932], [0.04376, 1.63902, 2.83923], [-4.49590, 0.91281, 3.19644], [-3.59162, -1.32348, 3.00569], [-3.28840, 1.72515, 4.60260], [-0.98836, 2.11214, 0.88057], [0.62781, 0.84268, -5.86280], [0.16267, 2.05685, -5.48252], [3.87888, -3.70025, -3.45280], [-2.71419, -0.40740, 3.47235], [0.51328, 1.42873, -3.17677], [-1.88931, 2.37771, 6.23562], [-3.69863, 2.73668, 4.97278], [-0.35907, 1.10383, -1.19668], [1.79936, -0.86618, -7.53852], [4.32784, -4.63437, -3.99742], [0.18009, 2.94654, 5.17640], [0.05916, 1.14949, 0.69526]],
  "charge": 0,
  "relative_energy_kj_mol": 1244.4,
  "gap_ev": 8.10,
  "max_force_ha_per_bohr": 0.3659
}

***

No. 2
{
  "formula": "C18H24N4OS",
  "method": "ωB97M-V with the def2-TZVPD basis set",
  "symbols": ["C", "C", "H", "H", "S", "H", "H", "C", "C", "C", "H", "C", "C", "C", "C", "H", "H", "H", "C", "H", "C", "H", "N", "H", "H", "C", "N", "H", "C", "C", "C", "H", "H", "H", "C", "H", "H", "O", "H", "H", "C", "H", "H", "N", "C", "H", "N", "H"],
  "xyz": [[1.75810, -0.04523, 1.53138], [2.75376, 1.00707, 1.89365], [-2.20932, -5.52343, -0.56978], [-1.87851, -1.09304, -2.58043], [-0.70953, -3.61218, -0.43970], [1.72010, 2.71704, 1.05452], [-3.21868, 3.39762, -3.65118], [-3.26722, -3.60527, -0.54665], [-2.20803, -4.45249, -0.53165], [-2.17353, 3.21828, -3.95138], [5.79814, 1.33473, 3.32963], [-2.87635, -2.24942, -0.47591], [-1.46626, 2.57902, -1.75074], [-2.17947, 0.91835, -3.25934], [-0.70199, 1.52764, -0.95075], [-0.95065, 3.53921, -1.66548], [0.29501, -1.00962, -0.62666], [5.26908, 3.71393, 2.76762], [-1.92236, -0.03852, 1.86547], [-0.35302, -1.50656, 1.70100], [-1.52563, -2.08736, -0.41778], [-2.20437, 0.62690, -4.31194], [-1.52603, 2.20665, -3.14780], [-1.62060, 4.15229, -3.86108], [-0.37503, -0.18461, -2.87542], [4.58221, 2.91384, 2.52510], [3.47511, 3.28452, 1.90484], [-3.21705, 0.95678, -2.88027], [-0.62431, -0.53957, 1.25318], [-1.39856, -0.12077, -2.46719], [4.87114, 1.59398, 2.84264], [0.24587, 1.28600, 1.89600], [-2.16046, 2.90456, -4.99407], [-0.68540, 1.85061, 0.08849], [-0.73717, -0.82099, -0.27420], [-4.29113, -3.92914, -0.60367], [-2.27498, 0.85060, 1.35086], [2.08952, -1.17651, 1.23540], [4.10533, -0.42067, 2.73126], [0.33618, 1.47226, -1.32297], [3.93979, 0.62484, 2.51657], [-1.77674, 0.18640, 2.92011], [-3.56363, -1.42339, -0.49010], [0.46818, 0.35988, 1.57013], [2.58906, 2.35737, 1.59266], [-2.47978, 2.68614, -1.31981], [-1.36900, 0.24085, -1.05502], [-2.68450, -0.80654, 1.77899]],
  "smiles": "C[C@H](NC(=O)c1cccnc1)[C@@H](c1cccs1)N1CCN(C)CC1",
  "charge": 0,
  "relative_energy_kj_mol": 162.9,
  "gap_ev": 9.30,
  "max_force_ha_per_bohr": 0.0117
}

***

No. 3
{
  "formula": "C18H24N7O8",
  "method": "ωB97M-V with the def2-TZVPD basis set",
  "symbols": ["C", "C", "H", "H", "H", "H", "N", "N", "N", "N", "H", "O", "O", "C", "C", "N", "O", "N", "C", "C", "H", "H", "C", "H", "C", "H", "C", "H", "C", "O", "N", "C", "C", "C", "C", "H", "H", "H", "O", "H", "H", "H", "C", "H", "C", "H", "C", "H", "H", "H", "C", "H", "H", "O", "O", "H", "O"],
  "xyz": [[-4.78062, 4.85043, -1.37291], [-1.17210, 1.21264, 1.25461], [-5.53646, 6.20730, 0.12705], [-4.84193, 0.54361, -0.89376], [3.06403, -4.94582, -0.58351], [-4.41531, 4.92212, -2.40206], [4.02879, -3.35934, 0.35018], [0.68111, 0.08323, 2.24194], [-1.08468, 1.51552, -1.10726], [3.34446, -2.09030, -2.29040], [1.57468, -5.19553, 1.52350], [-5.39785, 1.25230, -1.27039], [2.63079, -4.09051, -2.88385], [1.57293, -3.57128, 0.10616], [6.18970, -3.23802, 1.38960], [0.67941, 0.39012, -0.00027], [5.77657, -4.33622, -0.67724], [-2.84764, 2.31989, 0.36295], [3.66752, -0.98062, -1.39128], [-3.71552, 2.95084, -0.63678], [0.07704, -0.03740, 3.04137], [1.37877, -0.66130, 2.07854], [-5.18411, 2.51207, -0.59715], [3.74700, -2.82522, 1.16834], [-1.67016, 1.68280, 0.07151], [-5.55265, 2.46288, 0.43062], [-5.32300, 6.21332, -0.94714], [0.58984, 0.71224, -2.04491], [-5.80101, 3.72653, -1.28712], [2.34262, -2.16925, 2.50270], [-2.05010, 1.53201, 2.30501], [-3.02664, 2.20549, 1.73436], [1.36733, -4.12248, 1.53062], [0.08615, 0.86554, -1.09446], [2.24133, -3.41847, 2.57811], [3.34499, -1.90275, -3.27929], [-6.25676, 6.42753, -1.47893], [0.31714, -3.99048, 1.80269], [-6.95204, 3.80793, -1.70813], [-4.61185, 8.08532, -0.90396], [-3.31278, 2.70804, -1.62861], [7.19291, -3.63228, 1.24498], [2.95517, -3.86285, -0.51872], [5.77144, -3.61508, 2.32363], [0.05382, 0.56647, 1.14413], [6.20504, -2.15117, 1.41600], [2.97716, -3.34145, -1.97368], [2.99893, -0.98159, -0.52746], [3.55408, -0.03021, -1.91230], [0.81530, -4.02645, -0.53323], [5.30786, -3.69471, 0.25471], [1.38770, -2.49721, 0.10475], [-3.87192, 2.61723, 2.27664], [2.87671, -4.12849, 3.38450], [-3.73741, 4.37821, -0.50185], [4.69629, -1.07509, -1.04008], [-4.35210, 7.21997, -1.26242]],
  "charge": -1,
  "relative_energy_kj_mol": 1.3,
  "gap_ev": 6.97,
  "max_force_ha_per_bohr": 0.0629
}

***

No. 4
{
  "formula": "C18H24N7RhS3",
  "method": "ωB97M-V with the def2-TZVPD basis set",
  "symbols": ["H", "Rh", "H", "C", "C", "H", "H", "H", "C", "C", "N", "H", "H", "C", "H", "C", "C", "H", "C", "C", "H", "C", "H", "N", "H", "C", "H", "C", "H", "H", "H", "H", "C", "H", "S", "H", "N", "H", "C", "H", "H", "N", "N", "N", "C", "S", "N", "C", "C", "C", "H", "H", "S"],
  "xyz": [[1.14499, -1.23175, 4.78596], [1.58079, 1.11867, -0.08896], [-2.71436, -4.72566, -1.34029], [-0.76454, -0.74007, -0.99472], [3.24338, -1.49370, -0.43430], [-3.30414, -3.61663, -2.55724], [-4.39254, -0.98066, -0.09483], [-0.94416, -3.15392, -2.44228], [2.53254, 1.20462, -2.74251], [3.04460, -0.07944, -2.26265], [1.43928, 3.16078, -2.24099], [-3.00129, 0.12706, -1.66787], [-4.70945, -3.61393, -0.41638], [-2.87057, -3.66957, -1.55639], [-0.92938, -3.31494, -0.67316], [1.11267, 3.86770, -1.21021], [-1.51336, -2.97363, -1.52875], [1.90929, 0.33861, 5.12722], [-4.16537, -1.59120, -0.96879], [0.38790, 6.20472, 0.10941], [-0.46664, 5.73141, 0.58490], [0.20865, 0.70892, 2.95503], [1.26934, 6.15926, 0.74316], [-0.89523, 1.32718, 2.51095], [4.95659, -2.73705, -3.06464], [4.04429, -2.36745, -1.15901], [-0.99059, 1.67959, 1.57185], [-1.80502, 1.47527, 3.54259], [2.97641, -1.69215, 0.59609], [4.04983, -0.63605, -4.06382], [0.56318, -0.23234, 6.13395], [-5.06106, -1.59807, -1.59100], [-3.03939, -0.95403, -1.78602], [-3.14998, -1.16250, -2.85067], [1.64326, 0.26659, 2.11403], [4.42402, -3.25999, -0.68296], [2.75845, -0.38133, -0.97122], [0.15094, 7.24894, -0.08682], [4.33623, -2.07410, -2.47712], [-2.75584, 1.95775, 3.40949], [-3.30828, -3.00682, 0.43517], [0.00832, 0.44901, 4.25398], [1.85659, 1.90299, -1.90950], [0.10181, -0.05142, -0.66197], [0.97198, -0.21369, 5.12873], [0.71170, 5.51166, -1.52407], [-1.73063, -1.51023, -1.36508], [3.82859, -0.90751, -3.04074], [-3.80443, -3.02233, -0.53923], [-1.23817, 0.92092, 4.63093], [-1.60019, 0.81940, 5.63829], [2.75191, 1.58919, -3.73277], [1.14707, 3.22190, 0.45527]],
  "charge": 2,
  "relative_energy_kj_mol": 10.1,
  "gap_ev": 6.33,
  "max_force_ha_per_bohr": 0.0069
}

***

Q: Number 4 is which compound?
A: C18H24N7RhS3

***

Q: Look up the charge of the third one.
A: -1